1.
Entry from OMol25: a single C2H3NOS2 molecule (ωB97M-V/def2-TZVPD).

Computed properties:
Largest force on an atom = 1.7 eV Å⁻¹
Energy relative to the best compared isomer or geometry (same formula, charge and spin) = 116.3 kJ/mol
SMILES = O=CN(S)C=S

```
9
C2H3NOS2 (ωB97M-V/def2-TZVPD)
O 1.69 -1.29 0.09
C 0.78 -0.72 -0.48
N -0.11 0.06 0.21
S -0.04 0.12 1.97
C -1.03 0.80 -0.47
S -1.32 1.08 -2.05
H 0.57 -0.74 -1.53
H 1.10 -0.59 1.96
H -1.64 1.29 0.29
```



2.
Entry from OMol25: a single C2H3NOS2 molecule (ωB97M-V/def2-TZVPD).

Computed properties:
Largest force on an atom = 1.1 eV Å⁻¹
Energy relative to the best compared isomer or geometry (same formula, charge and spin) = 331.5 kJ/mol
SMILES = [O-][N+](=S)[C@H]1CS1

```
9
C2H3NOS2 (ωB97M-V/def2-TZVPD)
O 2.02 1.12 -0.55
N 1.34 0.17 -0.19
S 1.94 -1.21 0.39
C -0.10 0.27 -0.43
C -1.09 -0.37 0.45
S -1.17 1.44 0.46
H -0.27 0.29 -1.51
H -1.93 -0.89 0.01
H -0.72 -0.82 1.37
```



3.
Entry from OMol25: a single C2H3NOS2 molecule (ωB97M-V/def2-TZVPD).

Computed properties:
Largest force on an atom = 2.0 eV Å⁻¹
Energy relative to the best compared isomer or geometry (same formula, charge and spin) = 143.6 kJ/mol
SMILES = O=CS/C=N\S

```
9
C2H3NOS2 (ωB97M-V/def2-TZVPD)
O -0.51 1.72 -2.53
C -0.14 0.79 -1.87
S -0.55 0.69 -0.15
C 0.44 -0.62 0.38
N 0.58 -1.08 1.57
S -0.23 -0.59 2.91
H 0.47 -0.03 -2.27
H 1.10 -1.09 -0.39
H -1.18 0.21 2.36
```



Number 1: M 121.19 g mol⁻¹, LUMO level -0.5 eV. Number 2: M 121.19 g mol⁻¹, LUMO level -1.3 eV. Number 3: M 121.19 g mol⁻¹, LUMO level 0.3 eV.